ORCA calculation (wB97M-V/def2-TZVPD) on one molecule with the formula C3H7NO2 in a non-equilibrium geometry.

```
13
Properties=species:S:1:pos:R:3:forces:R:3:nbo_charge:R:1
C -0.61362 -0.07728 -0.34629 0.133 1.640 -2.250 -0.181
C 0.35871 0.59386 0.53707 1.270 -0.334 1.157 0.766
C -1.27157 -1.31074 0.12172 -0.964 -1.934 2.638 -0.613
H 0.32537 0.41903 -2.22984 -0.947 -1.378 1.146 0.389
H -0.24464 -1.16060 -2.08189 -0.972 -2.552 -1.610 0.375
H -1.33828 0.65824 -0.70021 -0.528 0.326 1.439 0.213
H -1.98594 -1.36616 1.07361 1.884 0.841 -1.917 0.246
H -0.53435 -2.17361 0.22683 -0.990 1.045 -0.384 0.219
H -1.91646 -1.38136 -0.71721 -0.987 -1.497 -0.633 0.214
H 1.72664 -0.26358 -0.50030 -0.181 1.254 2.239 0.501
N 0.00714 -0.37603 -1.61370 3.275 2.825 -0.194 -0.879
O -0.06320 1.30587 1.39443 0.475 0.645 0.675 -0.558
O 1.69777 0.27728 0.39931 -1.470 -0.881 -2.307 -0.691
```
Forces are in eV/Å.

## Properties
Energy = -8808.8407 eV
Net charge = 0
HOMO-LUMO gap = 0.385 Ha
Lowest unoccupied orbital energy = 0.026 hartree
F_max = 4.3 eV Å⁻¹
Energy relative to the best compared isomer or geometry (same formula, charge and spin) = 162.9 kJ/mol
HOMO = -0.35906 hartree
Structure (SMILES) = C[C@H](N)C(=O)O